Entry 1:
Formula: C4H12NO2
Source: the OMol25 dataset
Level of theory: ωB97M-V/def2-TZVPD

XYZ file:
```
19
Properties=species:S:1:pos:R:3:forces:R:3
C -0.192274 0.838930 -1.404966 -0.1 -0.2 0.1
C 0.313647 0.241888 -0.100909 -0.2 0.5 0.1
C 1.645306 0.833178 0.328951 -0.1 -0.1 0.0
N 0.506406 -1.247500 -0.330504 -0.2 -0.3 0.0
C -0.747908 0.376709 1.012370 0.6 -0.3 0.1
O -1.983213 -0.170718 0.650291 -1.0 0.3 -0.2
O -1.934145 -1.601359 0.715388 0.5 -0.2 0.1
H -1.155907 0.415907 -1.678530 -0.1 0.0 -0.1
H -0.324772 1.910789 -1.293217 0.0 0.1 0.1
H 0.516632 0.676461 -2.213083 0.1 0.0 -0.1
H 1.998803 0.388842 1.256712 0.1 -0.1 0.1
H 2.398951 0.690975 -0.441698 0.1 0.0 -0.1
H 1.542791 1.901378 0.493850 0.0 0.1 0.0
H 0.916527 -1.421024 -1.254136 0.0 0.0 0.2
H -0.424773 -1.710542 -0.261851 0.4 0.0 -0.1
H 1.115307 -1.652877 0.389494 -0.1 0.0 -0.2
H -0.975689 1.431522 1.180081 0.1 0.0 0.0
H -0.387487 -0.059402 1.952367 -0.1 0.0 0.0
H -2.828202 -1.843157 0.999390 0.0 0.2 0.0
```
Forces are in eV/Å.

Net charge = +1
ΔE to the lowest compared entry with this formula, charge and spin = 323.1 kJ/mol
Total energy = -9918.881 eV
SMILES string = CC(C)([NH3+])COO
Kohn-Sham gap = 11.30 eV



Entry 2:
Formula: C51H82N20O5S
Source: the OMol25 dataset
Level of theory: ωB97M-V/def2-TZVPD

XYZ file:
```
159
Properties=species:S:1:pos:R:3:forces:R:3
C -5.445763 3.606362 0.751094 -0.1 -0.1 -0.7
C -5.841788 2.274780 0.094054 0.0 0.0 0.4
C -6.613582 1.343789 1.047483 0.3 0.7 0.1
C -5.834183 0.966289 2.322472 -0.6 -0.8 0.2
C -5.287596 -0.467626 2.324717 0.7 0.1 -0.6
C -4.492669 -0.833781 1.058526 0.2 0.0 0.6
C -3.079769 -0.212571 1.038969 0.2 -0.5 -0.4
C -2.000818 -1.305930 0.934664 -0.2 0.5 -0.4
C -0.594158 -0.767327 0.534100 -2.3 -0.9 0.5
C -0.584243 -0.817423 -0.995354 1.8 -0.2 0.4
C 0.646464 -0.191679 -1.662594 -1.0 0.2 -0.3
C 0.679680 1.320243 -1.661245 -0.7 -0.6 0.1
N -0.475520 2.095199 -2.001059 0.0 -0.3 -0.1
O 1.702549 1.868379 -1.418637 2.0 1.0 0.1
C -0.255347 0.538788 1.248410 -0.8 0.3 0.3
O 1.144131 0.457508 1.581316 0.2 -0.9 0.3
S 1.216050 -1.020608 2.252741 0.0 -0.3 0.6
O 2.522592 -1.572830 2.311798 0.3 0.4 -1.2
O 0.557580 -1.027670 3.521304 -0.8 0.4 -0.4
O 0.321448 -1.733269 1.132796 1.4 0.4 0.2
H -4.620937 3.478195 1.449469 -0.2 0.1 0.2
H -6.324218 4.052884 1.219467 0.2 0.0 0.3
H -5.105481 4.313860 -0.009296 0.0 0.0 0.0
H -6.474677 2.482948 -0.772326 0.1 0.0 -0.1
H -4.932092 1.771454 -0.252239 -0.1 0.0 -0.1
H -6.943569 0.467881 0.484988 0.0 -0.1 0.2
H -7.517674 1.875115 1.360970 0.0 0.0 -0.2
H -6.544986 1.024906 3.152657 0.2 0.1 0.1
H -5.034097 1.666096 2.571501 0.0 0.1 -0.3
H -6.089248 -1.197478 2.426171 -0.1 0.2 0.2
H -4.601017 -0.577898 3.177855 -0.6 -0.1 -0.5
H -5.041651 -0.574065 0.151567 0.0 0.0 0.0
H -4.373761 -1.921915 1.053328 -0.1 0.0 -0.1
H -2.882969 0.382687 1.934721 -0.3 0.2 -0.1
H -2.978679 0.423813 0.150733 0.0 0.2 0.2
H -1.949918 -1.929521 1.829468 0.1 0.3 0.2
H -2.311679 -1.967254 0.125872 0.0 -0.1 0.1
H -1.523658 -0.434681 -1.366289 0.0 0.3 0.0
H -0.577180 -1.875334 -1.260292 -0.2 0.0 0.1
H 1.580376 -0.543761 -1.231018 0.0 0.0 0.1
H 0.638891 -0.499458 -2.713231 0.0 0.0 0.0
H -0.939249 2.369162 -1.138690 -0.4 -0.3 -0.1
H -0.096377 2.977461 -2.346696 -0.1 0.0 0.0
H -0.564956 1.423026 0.697856 0.9 0.1 -0.3
H -0.799585 0.648670 2.189948 0.0 -0.4 0.0
C 4.996426 -1.420645 4.810863 0.1 -0.2 0.1
C 5.535833 -2.304828 5.848057 -0.5 0.9 -1.0
N 5.953487 -2.991317 6.654007 0.5 -0.8 0.9
H 4.226135 -1.940019 4.243911 0.0 0.0 0.0
H 4.562476 -0.535075 5.270338 0.0 0.0 0.0
H 5.792686 -1.117423 4.134265 0.0 0.0 0.0
C 1.282614 3.550226 -5.497799 -0.1 0.2 0.2
C 0.646026 4.277579 -4.396454 0.7 -0.7 -1.1
N 0.153274 4.843661 -3.540316 -0.5 0.6 0.9
H 0.691418 3.654991 -6.404147 0.0 0.0 0.0
H 2.278601 3.949805 -5.676194 0.0 0.0 0.0
H 1.361288 2.494569 -5.245037 0.0 0.0 0.0
C -7.793193 -0.181160 6.440517 -0.1 -0.1 -0.2
C -7.616465 -1.095433 5.312396 -0.1 1.2 1.4
N -7.420420 -1.796833 4.441970 0.0 -1.2 -1.3
H -7.681089 -0.726383 7.373981 0.0 0.1 0.0
H -7.040465 0.603004 6.396607 0.0 0.0 0.0
H -8.783577 0.269286 6.409173 0.0 0.0 0.0
C 4.659736 2.341050 -8.146750 -0.7 -0.2 -0.1
C 3.199987 2.410773 -8.309260 1.6 -0.1 0.2
N 2.069499 2.459060 -8.437386 -1.2 0.0 -0.1
H 4.981946 1.300492 -8.160280 0.0 0.0 0.0
H 5.144986 2.873110 -8.953962 0.0 0.0 0.0
H 4.947030 2.793984 -7.202828 0.0 0.1 0.0
C -10.922992 -3.062174 3.472381 0.0 0.2 0.2
C -11.333529 -2.222060 4.604697 0.5 -0.9 -1.2
N -11.643934 -1.569156 5.483391 -0.3 0.7 1.0
H -11.591308 -2.896760 2.629701 0.0 0.0 0.0
H -9.904863 -2.810957 3.178056 0.0 0.0 0.1
H -10.962335 -4.111513 3.757220 0.0 0.0 0.0
C -5.745735 -1.139982 10.533845 0.0 0.2 0.0
C -6.307056 0.047143 9.886832 0.6 -1.2 0.7
N -6.731802 0.969549 9.372557 -0.4 1.0 -0.6
H -6.161448 -1.250661 11.533146 -0.1 0.0 0.0
H -5.986109 -2.025147 9.950578 0.0 0.0 0.0
H -4.664184 -1.042872 10.602834 0.0 0.0 0.0
C -4.478874 0.042775 -3.521960 0.1 -0.1 0.1
C -3.767658 -0.984172 -2.757614 -0.8 1.0 -0.8
N -3.213520 -1.782037 -2.164719 0.4 -1.0 0.5
H -5.547813 -0.160269 -3.503786 0.0 0.0 0.0
H -4.292323 1.022205 -3.084238 0.0 0.0 0.0
H -4.131125 0.039351 -4.552958 0.0 0.0 0.0
C -2.488631 -2.924948 5.416077 -0.1 0.1 0.0
C -3.457227 -1.836738 5.262867 1.0 -1.1 0.2
N -4.205291 -0.988138 5.134838 -0.6 0.9 0.4
H -1.480182 -2.516513 5.451837 0.0 0.0 0.0
H -2.687843 -3.467288 6.338130 0.0 0.0 0.0
H -2.567440 -3.609337 4.573239 0.0 0.0 0.0
C -2.647626 1.313035 8.500615 0.0 -0.2 0.1
C -2.536770 -0.093025 8.898088 -0.1 1.4 -0.5
N -2.454674 -1.187768 9.199318 0.1 -1.2 0.3
H -1.654475 1.746305 8.400890 0.0 0.0 0.0
H -3.167767 1.384226 7.547237 0.0 0.0 0.0
H -3.206138 1.865451 9.253726 0.0 0.0 0.0
C 8.022301 -1.635872 9.313383 -0.1 0.4 0.0
C 8.801570 -0.515732 9.848518 -0.8 -1.2 -0.5
N 9.406831 0.353868 10.263907 0.7 1.0 0.4
H 8.659225 -2.273535 8.710949 0.0 0.0 0.0
H 7.606920 -2.219372 10.129216 0.0 0.0 0.0
H 7.210510 -1.258451 8.693998 0.0 0.0 0.0
C 8.568159 0.960259 -6.678709 -0.1 0.1 -0.1
C 7.929238 2.047041 -7.423414 0.7 -1.1 0.8
N 7.427472 2.890867 -7.998818 -0.2 1.0 -0.6
H 7.989698 0.738725 -5.784010 0.0 0.0 0.0
H 8.620383 0.069711 -7.302781 0.0 0.0 0.0
H 9.574143 1.255747 -6.388589 0.0 0.0 0.0
C 0.977111 -4.716950 -2.775188 -0.1 0.2 -0.1
C 0.442743 -3.560074 -3.498612 0.5 -1.2 0.7
N 0.021070 -2.661888 -4.056125 -0.4 1.0 -0.7
H 0.391893 -4.888691 -1.873808 0.0 0.0 0.0
H 0.928161 -5.601319 -3.407246 0.0 0.0 0.0
H 2.013048 -4.531415 -2.498715 0.0 0.0 0.0
C 5.843495 6.146710 -10.962943 -0.2 -0.1 0.2
C 5.176108 5.682396 -9.743928 0.7 0.5 -1.2
N 4.666597 5.317415 -8.794365 -0.6 -0.3 1.1
H 5.142781 6.137924 -11.794977 0.0 0.0 0.0
H 6.213184 7.159290 -10.820739 0.0 0.0 0.0
H 6.680161 5.493303 -11.195548 0.0 0.0 0.0
C 10.219645 -5.263048 8.540642 -0.1 0.1 0.1
C 9.762077 -4.525179 9.720778 0.5 -0.8 -1.1
N 9.403401 -3.953785 10.636424 -0.3 0.5 1.1
H 9.533353 -5.094091 7.712480 0.0 0.0 0.0
H 11.213746 -4.923481 8.256913 0.0 0.0 0.0
H 10.255378 -6.327319 8.763439 0.0 0.0 0.0
C -1.623262 -4.211973 -6.973145 -0.2 0.0 0.0
C -3.065904 -3.988025 -7.099803 1.5 -0.2 0.1
N -4.185625 -3.812353 -7.196842 -1.2 0.2 -0.1
H -1.410322 -5.278896 -7.008148 0.0 0.0 0.0
H -1.099700 -3.718158 -7.789236 0.0 0.0 0.0
H -1.269101 -3.807491 -6.026208 0.0 0.0 0.0
C 10.069271 5.430221 -12.517986 -0.2 0.2 0.0
C 9.026721 6.436806 -12.738909 1.1 -1.0 0.2
N 8.217905 7.218419 -12.910949 -0.9 0.8 -0.2
H 11.018383 5.922121 -12.315997 0.0 0.0 0.0
H 9.803312 4.804282 -11.668090 0.0 0.0 0.0
H 10.171400 4.806091 -13.403258 0.0 0.0 0.0
C -8.005143 -4.809959 8.972247 0.0 0.1 0.2
C -8.232164 -3.971624 10.153337 0.2 -0.9 -1.2
N -8.411640 -3.321839 11.069923 -0.1 0.7 1.0
H -8.747349 -4.580397 8.210230 0.0 0.0 0.0
H -7.011267 -4.620773 8.570807 0.0 0.0 0.0
H -8.085815 -5.859963 9.245500 0.0 0.0 0.0
C 3.626417 -1.681673 -9.410684 0.3 0.1 -0.1
C 5.076386 -1.542738 -9.618749 -1.6 -0.2 0.2
N 6.197614 -1.431656 -9.777764 1.2 0.2 -0.1
H 3.270008 -2.593556 -9.885070 0.0 0.0 0.0
H 3.407148 -1.726239 -8.345723 0.0 0.0 0.0
H 3.106830 -0.828393 -9.842926 0.0 0.0 0.0
C 6.675637 5.971464 -5.921403 0.0 -0.2 0.2
C 7.127373 5.090844 -4.840266 -0.4 0.9 -1.1
N 7.481699 4.407054 -4.002296 0.4 -0.8 0.9
H 5.993166 5.431177 -6.575522 0.0 0.0 0.0
H 6.162346 6.836855 -5.506677 0.0 0.0 0.0
H 7.531036 6.308903 -6.503063 0.0 0.0 0.0
```
Forces are in eV/Å.

Net charge = 0
Total energy = -105085.639 eV
Kohn-Sham gap = 9.58 eV



Entry 3:
Formula: C17H30Cl4N4O3Pd
Source: the OMol25 dataset
Level of theory: ωB97M-V/def2-TZVPD

XYZ file:
```
59
Properties=species:S:1:pos:R:3:forces:R:3
C 2.315467 2.606578 -5.817690 0.1 -0.8 0.0
C 1.975755 2.402700 -4.364240 0.4 1.6 0.6
N 0.645519 1.907631 -4.125739 -2.0 -2.6 1.7
C -0.530977 2.238546 -4.731430 -1.3 0.9 -0.5
C -1.614618 1.605775 -4.162292 2.4 -0.7 0.0
N -1.066286 0.729843 -3.184762 2.6 2.3 -1.8
C 0.319984 0.967555 -3.209251 -2.6 -0.7 0.4
C -1.794490 -0.162417 -2.303482 -0.5 0.0 0.9
H 3.236207 3.189954 -5.822766 0.1 -0.4 -0.4
H 1.575013 3.148129 -6.406375 -0.1 0.1 0.3
H 2.401548 1.610301 -6.251417 0.5 0.2 -0.4
H 2.063559 3.374043 -3.877531 -0.3 0.2 0.2
H 2.674871 1.798574 -3.786001 0.0 -0.4 -0.5
H -0.537750 2.936667 -5.555429 -0.1 0.0 0.2
H -2.625747 1.655924 -4.538458 0.0 -0.2 0.6
H 0.947416 0.392711 -2.544202 0.3 0.4 0.0
H -2.805818 -0.279219 -2.692932 0.2 -0.3 -0.2
H -1.916384 0.259112 -1.305705 0.2 0.5 -0.1
H -1.292420 -1.110292 -2.109660 0.1 0.0 -0.6
C -0.357859 -4.894776 2.633143 0.2 0.5 0.1
C 1.008112 -4.242911 2.148767 -1.4 -1.5 0.5
N 1.694591 -3.670618 3.293146 2.4 4.5 3.5
C 2.128189 -4.131464 4.574294 0.1 0.2 -1.1
C 2.661965 -3.089000 5.347975 -1.5 -0.9 -2.1
N 2.472741 -1.913336 4.605961 -1.5 -2.0 -4.1
C 1.990104 -2.324717 3.338287 -0.5 -0.8 2.1
C 2.818899 -0.509569 4.882385 1.7 -0.4 1.2
H -1.074696 -5.205851 1.873216 0.6 0.0 -0.6
H -0.978049 -4.225156 3.229036 0.4 0.5 0.0
H -0.208421 -5.758558 3.280936 0.4 -0.1 -0.1
H 0.901501 -3.423177 1.438302 -0.3 -0.2 0.0
H 1.662715 -5.011872 1.738520 -0.1 0.0 -0.2
H 2.073428 -5.207647 4.646729 0.2 0.1 0.9
H 3.166324 -3.160192 6.300310 -0.3 0.2 -0.1
H 1.758766 -1.702134 2.486664 0.0 0.6 0.1
H 3.901737 -0.568541 4.992321 0.1 0.5 0.0
H 2.445766 -0.185991 5.854074 -0.3 -0.3 -0.1
H 2.610763 0.265464 4.144757 -0.5 -0.8 -0.5
Pd 1.617870 2.779448 1.480038 -0.1 -0.6 -0.5
C 1.092330 0.334667 0.558590 0.6 1.8 1.3
O 1.940039 0.658406 1.459019 2.2 -0.4 2.5
O 0.696758 1.392618 -0.000585 -1.7 2.8 -2.3
O 0.682830 -0.763757 0.363647 -1.1 -3.9 -1.0
Cl -3.434986 3.037636 -0.931053 0.3 -0.4 0.0
C -1.810314 3.724645 -0.672301 0.6 1.6 -0.5
C -1.819025 5.181734 -1.289613 0.4 -0.5 1.2
Cl -1.913059 5.213388 -3.084777 -0.1 -0.1 0.6
H -0.994633 3.101294 -1.038648 -0.4 -0.2 -0.7
H -1.571306 3.726124 0.391175 -0.5 0.5 0.1
H -0.968866 5.802086 -1.005891 0.6 -0.7 -0.2
H -2.599151 5.774703 -0.812237 -0.7 -0.4 -0.6
Cl -3.893709 -3.276549 1.345399 0.0 -0.4 -0.2
C -3.932395 -1.544700 1.067081 1.6 1.3 -0.2
C -2.544416 -0.856727 1.410252 -1.1 -0.1 0.0
Cl -1.981094 -1.384690 3.016615 0.2 0.3 0.0
H -4.777834 -1.142541 1.625306 0.3 0.1 0.1
H -4.069425 -1.323792 0.008538 -0.3 -0.3 0.0
H -2.634427 0.229466 1.397352 -0.5 0.1 0.5
H -1.732613 -0.975531 0.692633 -0.1 -0.9 0.0
```
Forces are in eV/Å.

Net charge = +1
Multiplicity = 4
Total energy = -83777.593 eV
Kohn-Sham gap (alpha / beta) = 5.97 / 7.99 eV